# 1
Below is a molecular structure, C30H41Ge2N6Ni, with properties calculated with ωB97M-V/def2-TZVPD.

HOMO (alpha / beta)   -11.8068 / -13.5318 eV
LUMO (alpha / beta)   -0.2459 / -0.2473 Eh
Expectation value of S²   3.77
2S+1   4
Charge   +2

Cartesian coordinates (Å):
Ni (1.362, -0.755, 0.803)
N (3.266, -1.507, 1.261)
C (3.498, -1.397, 2.712)
C (2.221, -1.777, 3.450)
N (1.015, -1.152, 2.855)
C (0.581, 0.101, 3.489)
C (1.511, 1.238, 3.104)
N (1.695, 1.246, 1.628)
H (4.042, -1.111, 0.740)
H (3.227, -2.491, 0.997)
H (4.310, -2.047, 3.046)
H (3.804, -0.375, 2.927)
H (2.080, -2.860, 3.393)
H (2.312, -1.516, 4.507)
H (0.269, -1.837, 2.916)
H (-0.422, 0.317, 3.122)
H (0.528, 0.008, 4.577)
H (1.107, 2.187, 3.461)
H (2.485, 1.118, 3.573)
H (1.009, 1.875, 1.217)
H (2.600, 1.647, 1.399)
C (0.328, -6.047, 2.052)
C (-0.486, -4.982, 2.415)
C (-0.419, -3.787, 1.714)
C (0.465, -3.653, 0.646)
C (1.268, -4.726, 0.269)
C (1.195, -5.917, 0.975)
N (0.589, -2.401, 0.001)
N (0.563, -2.455, -1.315)
C (0.905, -1.288, -1.905)
C (0.903, -1.203, -3.317)
C (1.352, -0.066, -3.922)
C (1.805, 1.013, -3.127)
C (1.737, 0.893, -1.768)
N (1.266, -0.217, -1.142)
H (0.275, -6.979, 2.596)
H (-1.189, -5.090, 3.230)
H (-1.104, -2.977, 1.950)
H (1.931, -4.622, -0.581)
H (1.818, -6.751, 0.680)
H (0.565, -2.065, -3.873)
H (1.380, 0.006, -5.001)
H (2.227, 1.898, -3.576)
H (2.094, 1.683, -1.115)
C (0.079, 4.019, -3.632)
Ge (-0.535, 3.904, -1.788)
C (0.857, 4.569, -0.587)
C (-2.272, 4.769, -1.523)
Ge (-1.189, 1.611, -1.136)
C (-1.945, 0.403, -2.399)
C (-2.305, 0.964, -3.630)
C (-2.932, 0.196, -4.598)
C (-3.172, -1.149, -4.355)
C (-2.794, -1.727, -3.147)
C (-2.191, -0.957, -2.171)
C (-1.686, 1.331, 0.705)
C (-1.530, 2.407, 1.590)
C (-2.091, 2.378, 2.858)
C (-2.815, 1.264, 3.262)
C (-2.977, 0.184, 2.400)
C (-2.423, 0.217, 1.130)
H (-0.059, 5.054, -3.950)
H (-0.473, 3.379, -4.316)
H (1.137, 3.783, -3.704)
H (1.026, 5.620, -0.829)
H (1.797, 4.043, -0.759)
H (0.604, 4.518, 0.471)
H (-2.132, 5.849, -1.594)
H (-2.708, 4.548, -0.549)
H (-2.974, 4.466, -2.299)
H (-2.112, 2.010, -3.837)
H (-3.225, 0.641, -5.539)
H (-3.653, -1.754, -5.112)
H (-2.969, -2.780, -2.973)
H (-1.875, -1.436, -1.254)
H (-1.005, 3.303, 1.272)
H (-1.987, 3.229, 3.518)
H (-3.268, 1.242, 4.244)
H (-3.563, -0.671, 2.711)
H (-2.608, -0.609, 0.458)

These are the Mulliken partial charges, in e, on atoms 1 to 6: Ni -0.1488; N -0.3576; C -0.7473; C -0.5558; N 0.0670; C 0.2285

# 2
Below is a molecular structure, C30H41N3O3Pd in a non-equilibrium geometry, with properties calculated with ωB97M-V/def2-TZVPD.

HOMO (alpha / beta)   -12.4094 / -12.8288 eV
LUMO (alpha / beta)   -0.2777 / -0.2817 Eh
Expectation value of S²   2.02
2S+1   3
Charge   +2

Cartesian coordinates (Å):
C (-0.665, -2.574, -6.181)
C (-1.388, -1.591, -6.963)
H (-1.234, -3.494, -6.027)
H (0.321, -2.874, -6.563)
C (-1.722, -0.263, -6.634)
C (-1.839, 0.736, -5.569)
H (-1.933, 0.255, -4.599)
H (-0.917, 1.344, -5.538)
C (-1.902, -2.085, -8.341)
H (-1.565, -3.129, -8.483)
H (-1.523, -1.505, -9.220)
H (-3.019, -2.121, -8.400)
C (-2.428, 0.580, -7.662)
H (-3.434, 0.131, -7.842)
H (-1.824, 0.733, -8.582)
H (-2.587, 1.589, -7.184)
Pd (-0.409, -0.055, -0.304)
O (0.445, -0.779, -1.970)
C (0.910, -0.306, -3.063)
O (1.450, 1.415, -0.792)
C (1.792, 1.675, -1.940)
O (2.681, 2.625, -2.238)
N (1.361, 1.014, -3.120)
C (2.907, 2.646, -3.698)
C (1.938, 1.669, -4.324)
H (3.949, 2.335, -3.874)
H (2.750, 3.676, -4.036)
H (2.446, 0.964, -4.996)
H (1.151, 2.190, -4.904)
C (0.988, -1.241, -4.190)
C (-0.129, -2.132, -4.261)
H (1.012, -0.627, -5.118)
H (-1.179, -2.044, -3.923)
H (0.328, -3.080, -4.003)
C (-4.862, 2.139, 4.492)
C (-3.472, 1.576, 4.810)
C (-2.735, 2.569, 5.722)
C (-3.646, 0.246, 5.563)
C (-2.654, 1.334, 3.527)
C (-3.142, 1.642, 2.254)
C (-2.426, 1.242, 1.118)
N (-1.271, 0.570, 1.290)
C (-0.684, 0.369, 2.490)
C (-1.384, 0.749, 3.651)
C (0.617, -0.261, 2.454)
C (1.448, -0.510, 3.565)
C (2.706, -1.061, 3.369)
C (3.128, -1.336, 2.051)
C (2.254, -1.085, 0.980)
N (1.032, -0.608, 1.212)
C (3.676, -1.358, 4.527)
C (4.151, -2.816, 4.452)
C (4.901, -0.439, 4.409)
C (3.022, -1.129, 5.894)
H (-5.435, 2.268, 5.420)
H (-5.420, 1.453, 3.845)
H (-4.784, 3.117, 4.005)
H (-3.316, 2.756, 6.634)
H (-1.750, 2.190, 6.019)
H (-2.597, 3.527, 5.206)
H (-4.154, -0.487, 4.924)
H (-2.682, -0.172, 5.872)
H (-4.259, 0.391, 6.462)
H (-4.082, 2.164, 2.088)
H (-2.743, 1.416, 0.099)
H (-0.913, 0.520, 4.599)
H (1.047, -0.251, 4.552)
H (4.111, -1.738, 1.832)
H (2.534, -1.263, -0.058)
H (4.695, -3.015, 3.521)
H (4.822, -3.029, 5.292)
H (3.296, -3.501, 4.512)
H (4.596, 0.614, 4.456)
H (5.594, -0.635, 5.236)
H (5.434, -0.605, 3.466)
H (2.729, -0.081, 6.021)
H (2.143, -1.772, 6.021)
H (3.741, -1.377, 6.684)

These are the Mulliken partial charges, in e, on atoms 1 to 6: C -1.1260; C 0.8030; H 0.5132; H 0.4411; C 1.1732; C -1.2069

# 3
Below is 2 unconnected molecules or ions with the total composition C30H41N4O in a non-equilibrium geometry, with properties calculated with ωB97M-V/def2-TZVPD.

HOMO   -9.7123 eV
LUMO   -0.1582 Eh
Charge   +1

Cartesian coordinates (Å):
C (-0.162, -5.505, -2.031)
C (-0.291, -4.793, -0.701)
N (0.170, -3.377, -0.589)
C (1.642, -3.257, -0.442)
C (2.506, -3.713, -1.604)
C (-0.335, -2.497, -1.650)
C (-1.806, -2.696, -1.955)
H (-0.532, -6.530, -1.905)
H (-0.767, -5.042, -2.816)
H (0.874, -5.579, -2.368)
H (-1.350, -4.795, -0.407)
H (0.263, -5.343, 0.069)
H (1.839, -2.195, -0.236)
H (1.897, -3.822, 0.466)
H (3.544, -3.461, -1.364)
H (2.452, -4.796, -1.746)
H (2.244, -3.192, -2.532)
H (-0.147, -1.459, -1.328)
H (0.268, -2.639, -2.565)
H (-2.229, -1.769, -2.356)
H (-1.931, -3.478, -2.712)
H (-2.385, -2.969, -1.063)
C (0.599, 4.668, 2.590)
N (0.068, 3.579, 1.799)
C (-0.565, 3.812, 0.607)
O (-0.706, 4.917, 0.081)
C (-1.053, 2.454, 0.096)
C (-0.746, 2.156, -1.383)
C (-1.359, 3.165, -2.280)
C (-2.702, 3.428, -2.508)
N (-2.803, 4.546, -3.312)
C (-1.529, 5.003, -3.637)
C (-1.110, 6.107, -4.370)
C (0.272, 6.337, -4.473)
C (1.202, 5.505, -3.817)
C (0.776, 4.398, -3.075)
C (-0.592, 4.140, -3.006)
N (-0.385, 1.518, 0.990)
C (-0.569, 0.196, 0.815)
C (-0.032, -0.796, 1.622)
C (-0.408, -2.142, 1.568)
C (0.073, -3.089, 2.544)
C (-0.486, -4.390, 2.651)
C (-0.045, -5.276, 3.631)
C (0.910, -4.871, 4.585)
C (1.457, -3.582, 4.507)
C (1.114, -2.740, 3.449)
C (0.297, 2.174, 2.129)
C (1.805, 1.882, 2.172)
C (-0.336, 1.825, 3.484)
H (0.326, 5.608, 2.105)
H (0.183, 4.646, 3.605)
H (1.692, 4.609, 2.667)
H (-2.155, 2.428, 0.233)
H (0.347, 2.141, -1.523)
H (-1.129, 1.152, -1.622)
H (-3.562, 2.903, -2.106)
H (-3.677, 4.960, -3.618)
H (-1.855, 6.745, -4.845)
H (0.638, 7.177, -5.066)
H (2.268, 5.728, -3.885)
H (1.466, 3.743, -2.538)
H (-1.230, -0.075, -0.016)
H (0.676, -0.491, 2.394)
H (-1.283, -2.435, 0.977)
H (-1.267, -4.680, 1.943)
H (-0.460, -6.286, 3.669)
H (1.217, -5.550, 5.384)
H (2.163, -3.231, 5.266)
H (1.665, -1.803, 3.328)
H (2.300, 2.315, 1.292)
H (2.219, 2.329, 3.086)
H (2.009, 0.810, 2.189)
H (-1.324, 2.296, 3.565)
H (-0.442, 0.743, 3.604)
H (0.305, 2.204, 4.289)

These are the Mulliken partial charges, in e, on atoms 1 to 6: C -1.1759; C -0.7168; N 1.1220; C -0.6040; C -1.3603; C -0.6792

These records have energy relative to the best compared isomer or geometry (same formula, charge and spin) values of 0.000 0.599 0.000 eV, in the order they appear.
These records have electronic energy values of -7157.96222 -1684.84582 -1461.78126 hartree, in the order they appear.